# C15H15N3O3Ti

A molecular structure, C15H15N3O3Ti in a non-equilibrium geometry (ωB97M-V with the def2-TZVPD basis set, the Open Molecules 2025 dataset).

Summary:
Strongest force on any atom: 7.60 eV Å⁻¹
HOMO-LUMO gap (spin up / spin down): 5.9 / 5.4 eV
HOMO level (spin up / spin down): -14.620 / -14.620 eV
LUMO level (spin up / spin down): -8.8 / -9.3 eV
Total energy: -49507.261 eV

```
! RIJCOSX wB97M-V def2-TZVPD def2/J DEFGRID3
* xyz 2 3
C 4.486 -1.079 -0.028
C 3.316 -2.721 3.172
H -0.092 -2.910 3.519
H 3.069 -0.308 -1.528
C -0.238 2.437 -3.631
H 5.376 -0.849 -0.613
C -4.122 3.303 -1.842
C -2.875 3.293 -2.690
H -2.359 4.261 -2.653
N -0.155 -1.482 1.185
N -2.084 2.249 -2.046
O -2.228 1.035 -0.014
H -3.092 3.051 -3.736
C -0.879 1.693 -2.529
O -0.438 0.659 -2.059
C 0.884 -1.588 2.116
O -3.907 2.383 -0.735
C 0.867 -2.618 3.088
C 0.923 1.989 -4.150
N 2.126 -1.095 0.155
H 2.024 -3.719 4.563
H 5.536 -2.026 1.617
C 3.228 -0.768 -0.558
C 4.583 -1.682 1.221
H 1.406 2.542 -4.955
C -2.688 1.791 -0.845
C 3.411 -1.856 2.030
H -4.995 2.956 -2.406
H -1.096 -1.673 1.503
H -0.728 3.345 -4.002
C 2.081 -3.075 3.686
H -0.156 -0.658 0.576
H 4.248 -3.140 3.564
H -4.319 4.293 -1.417
Ti 1.448 -2.941 0.862
C 2.212 -1.269 1.527
H 1.407 1.086 -3.779
*
```

---

# C4H4ClNOS

A molecular structure, C4H4ClNOS in a non-equilibrium geometry (ωB97M-V with the def2-TZVPD basis set, the Open Molecules 2025 dataset).

Summary:
Strongest force on any atom: 5.67 eV Å⁻¹
HOMO-LUMO gap: 6.7 eV
ΔE to the lowest compared entry with this formula, charge and spin: 593.81 kJ/mol
HOMO level: -8.374 eV
LUMO level: -1.6 eV
Total energy: -31101.555 eV

```
! RIJCOSX wB97M-V def2-TZVPD def2/J DEFGRID3
* xyz 0 1
C -1.093 0.330 -0.036
H 2.558 -0.168 2.429
C -0.251 -0.150 -0.935
N -0.069 -0.737 -2.191
O 1.000 0.096 -0.477
H -0.849 1.142 2.088
Cl -2.816 0.056 -0.271
H 0.289 -2.397 -1.521
H -1.169 -0.414 -2.805
C 0.813 0.538 0.801
C -0.524 0.835 1.103
S 2.112 0.869 1.814
*
```